Entry 1:
Below is a molecular structure, C26H28BrClMgN2O5, with properties calculated with the ωB97M-V functional and the def2-TZVPD basis.

Atoms and positions in Å:
H  1.17  -3.95  4.43
C  0.77  -0.11  -2.84
C  0.14  0.15  -0.66
H  2.52  2.34  -1.46
H  -1.10  1.96  -5.32
H  0.74  1.31  3.76
H  -4.22  -4.85  -2.10
O  -1.71  -3.16  -2.48
H  -1.28  -1.32  4.45
C  -2.00  1.20  -2.95
C  -0.76  4.08  -5.07
C  -2.85  -3.30  -1.92
O  -1.87  0.23  -3.82
C  1.97  -0.26  1.81
C  1.11  1.89  0.83
H  4.07  0.11  1.98
C  -1.23  -1.92  3.53
H  -0.97  -3.85  0.18
Mg  -2.03  -1.06  -2.29
C  1.83  1.56  -1.52
H  -2.97  -0.91  2.73
H  1.81  -0.58  2.86
C  -1.02  -3.25  1.10
H  3.58  2.44  3.21
C  -3.36  -4.58  -1.51
H  1.24  -0.81  1.29
C  1.01  -2.91  4.31
H  3.47  -0.25  0.26
N  0.07  -0.54  -1.81
C  -1.45  2.55  -3.29
O  0.69  3.05  0.94
O  -2.52  0.89  -1.84
C  -2.10  -2.34  1.31
Cl  -2.22  -5.92  -1.64
H  -2.84  -2.09  0.57
C  -1.09  2.80  -4.62
C  1.06  1.15  -0.44
C  -2.17  -1.66  2.51
H  0.79  -4.11  2.03
C  1.57  1.76  3.22
H  -0.43  6.11  -4.41
H  0.97  -2.39  5.30
H  3.58  -1.59  1.38
C  -0.63  5.11  -4.11
N  1.59  1.20  1.93
C  2.94  1.91  3.85
C  -0.01  -3.40  2.05
H  1.21  2.77  3.02
H  3.40  0.97  4.10
C  1.65  0.96  -2.72
O  -3.55  -2.28  -1.65
H  -0.66  4.30  -6.16
H  -1.62  3.46  -1.34
H  2.89  2.43  4.80
H  0.75  -0.66  -3.82
H  -0.50  -0.19  0.13
H  2.01  -2.60  3.90
H  2.30  1.25  -3.57
C  3.34  -0.54  1.33
C  -1.37  3.61  -2.34
C  -0.94  4.83  -2.76
Br  -0.90  6.21  -1.44
C  -0.10  -2.70  3.29
H  -3.75  -4.51  -0.51

Calculated values
ΔE to the lowest compared entry with this formula, charge and spin, kcal per mole: 0.0
M, u: 588.181

Löwdin population analysis, charges in e, atoms 1 to 5:
1. H 0.0556
2. C -0.1141
3. C -0.0587
4. H 0.1189
5. H 0.1216



Entry 2:
Below is a molecular structure, C26H28Cl3N6OPbS2Si, with properties calculated with the ωB97M-V functional and the def2-TZVPD basis.

Atoms and positions in Å:
H  6.32  14.76  10.41
C  11.61  15.08  7.84
C  14.29  15.94  11.34
H  6.36  17.19  10.13
N  15.51  16.52  11.32
C  16.44  14.39  11.70
H  12.32  8.98  9.42
H  15.04  12.70  11.84
C  9.60  15.35  11.32
H  9.39  6.59  9.34
H  18.48  16.08  10.36
N  14.10  14.58  11.50
H  11.45  6.03  11.64
S  12.94  16.99  11.03
H  11.09  7.36  12.66
C  10.33  7.06  9.22
N  9.49  12.59  10.92
H  6.57  9.22  11.82
H  8.28  7.54  11.16
H  11.41  12.40  6.55
Cl  12.56  14.57  15.22
C  10.80  7.81  10.52
H  10.25  7.79  8.39
H  18.41  16.64  12.12
C  7.24  15.34  10.66
C  9.60  16.68  11.19
C  17.87  16.52  11.14
H  11.05  6.25  8.98
H  11.19  10.58  10.26
H  11.38  16.96  7.06
H  12.69  15.88  5.21
H  11.04  15.27  4.98
C  8.35  14.67  11.16
C  10.18  10.25  10.58
Pb  11.46  14.12  11.57
Cl  13.01  11.50  14.17
H  11.32  16.82  8.79
C  12.17  13.06  8.53
H  9.75  6.50  11.91
C  16.60  15.77  11.41
C  12.09  14.97  5.34
C  9.83  8.92  10.73
S  6.93  12.28  11.69
H  8.48  18.48  10.66
H  12.56  8.95  11.19
H  17.33  13.75  11.83
Cl  9.91  12.56  14.66
H  12.85  7.43  10.27
C  12.23  8.35  10.34
C  8.51  8.61  11.16
C  8.35  13.25  11.22
C  8.44  17.40  10.80
H  12.51  14.09  4.75
N  11.64  14.27  8.97
H  17.68  17.53  10.79
N  12.02  14.45  6.75
C  15.19  13.82  11.71
C  10.75  6.89  11.75
C  12.23  13.00  6.99
H  10.47  17.34  11.35
H  13.22  12.65  6.57
O  12.57  12.19  9.32
C  7.25  16.71  10.51
N  11.27  16.36  7.88
C  7.54  9.54  11.51
Si  11.77  13.08  14.15
C  7.86  10.87  11.31
C  9.19  11.22  10.89

Calculated values
ΔE to the lowest compared entry with this formula, charge and spin, kcal per mole: 66.4
Charge: +1
M, u: 846.330

Löwdin population analysis, charges in e, atoms 1 to 5:
1. H 0.1199
2. C -0.3892
3. C -0.8356
4. H 0.1116
5. N 0.0750



Per-record orbital gap, hartree: 0.3402 0.2031